(1)
{"formula": "C11H74NO25", "method": "ωB97M-V/def2-TZVPD", "species": ["C", "C", "C", "C", "N", "C", "C", "C", "C", "C", "C", "C", "H", "H", "H", "H", "H", "H", "H", "H", "H", "H", "H", "H", "H", "H", "H", "H", "H", "H", "H", "H", "H", "H", "H", "H", "O", "H", "H", "O", "H", "H", "O", "H", "H", "O", "H", "H", "O", "H", "H", "O", "H", "H", "O", "H", "H", "O", "H", "H", "O", "H", "H", "O", "H", "H", "O", "H", "H", "O", "H", "H", "O", "H", "H", "O", "H", "H", "O", "H", "H", "O", "H", "H", "O", "H", "H", "O", "H", "H", "O", "H", "H", "O", "H", "H", "O", "H", "H", "O", "H", "H", "O", "H", "H", "O", "H", "H", "O", "H", "H"], "positions_angstrom": [[2.51, 2.15, 2.28], [2.14, 0.70, 2.06], [1.12, 0.61, 0.80], [0.49, -0.74, 0.59], [-0.12, -1.08, -0.76], [-0.62, -2.50, -0.59], [-0.59, -3.05, -2.04], [0.49, -2.25, -2.72], [0.96, -1.16, -1.84], [-1.09, -0.10, -1.21], [-2.39, 0.12, -0.22], [-3.28, 1.26, -0.60], [1.85, 2.84, 2.80], [2.96, 2.68, 1.34], [3.14, 2.21, 3.00], [1.70, 0.36, 2.97], [2.88, 0.03, 1.90], [1.71, 0.96, 0.03], [0.29, 1.31, 0.87], [-0.29, -0.76, 1.26], [1.31, -1.23, 0.78], [-1.68, -2.42, -0.21], [0.17, -3.12, 0.00], [-1.36, -2.67, -2.52], [-0.75, -4.09, -1.90], [0.11, -1.96, -3.71], [1.43, -3.04, -2.89], [1.33, -0.23, -2.32], [1.92, -1.64, -1.19], [-1.46, -0.17, -2.24], [-0.61, 0.72, -1.47], [-2.16, 0.31, 0.77], [-2.88, -0.54, -0.26], [-2.58, 2.21, -0.54], [-4.10, 1.08, 0.12], [-3.74, 1.12, -1.53], [-5.30, 1.37, 2.51], [-5.97, 2.06, 2.96], [-5.28, 1.37, 1.50], [-3.49, 3.18, -3.84], [-2.60, 3.33, -3.53], [-4.09, 2.91, -3.14], [4.88, -2.13, 0.77], [5.28, -1.67, 1.76], [5.40, -2.81, 0.34], [3.20, -4.38, -1.00], [2.92, -4.27, -0.08], [2.54, -4.91, -1.58], [1.20, 2.75, -2.01], [1.64, 3.51, -1.58], [1.67, 2.43, -2.68], [-0.59, 0.10, -5.09], [-0.80, -0.68, -5.61], [-1.34, 0.66, -5.01], [1.71, 5.56, 1.70], [0.97, 5.98, 2.30], [2.09, 6.15, 1.01], [-3.23, -3.49, -4.51], [-2.79, -4.17, -4.05], [-2.45, -3.04, -5.04], [2.03, 1.06, -4.51], [1.05, 0.75, -4.64], [2.64, 0.40, -4.51], [1.47, 4.04, 5.90], [2.24, 4.22, 5.34], [1.71, 3.14, 6.22], [-0.89, 1.23, 4.59], [-0.60, 1.74, 5.44], [-0.44, 0.39, 4.46], [5.92, 3.20, 3.53], [5.12, 3.70, 3.60], [6.72, 3.82, 3.59], [-0.88, 4.15, 4.55], [-0.03, 4.26, 5.01], [-0.82, 3.21, 4.09], [2.29, -2.33, 4.48], [2.01, -2.74, 5.38], [1.34, -1.79, 4.50], [2.98, -3.41, 1.95], [3.74, -2.79, 1.71], [2.82, -3.12, 2.88], [-1.85, -5.76, -0.07], [-1.10, -6.36, 0.33], [-2.09, -6.11, -0.88], [-1.14, -2.71, -6.28], [-0.16, -3.02, -6.22], [-1.49, -3.23, -7.15], [-4.09, -2.25, -2.28], [-3.63, -2.82, -2.78], [-4.72, -1.69, -2.93], [-1.17, 3.96, -2.58], [-0.45, 3.39, -2.32], [-1.30, 4.63, -1.98], [-0.20, -1.41, 4.57], [-0.37, -1.64, 5.41], [-0.71, -1.90, 3.88], [3.61, 5.05, 3.85], [2.84, 5.24, 3.29], [4.32, 5.56, 3.60], [-6.54, 2.96, -0.37], [-7.09, 3.61, -0.78], [-5.84, 3.44, 0.07], [-2.70, 2.53, 2.81], [-3.50, 2.08, 2.55], [-2.00, 1.91, 3.05], [-2.29, -5.54, -3.17], [-3.07, -6.10, -3.21], [-1.51, -5.77, -3.66], [4.62, -2.52, -2.56], [4.12, -2.97, -1.83], [4.72, -3.43, -2.89]], "relative_energy_kcal_mol": 77.7, "gap_ev": 9.29, "total_charge": 1, "e_homo_ev": -11.88, "lumo_energy_ha": -0.0952}


(2)
{"formula": "C11H78NO27", "method": "ωB97M-V/def2-TZVPD", "species": ["C", "C", "C", "C", "N", "C", "C", "C", "C", "C", "C", "C", "H", "H", "H", "H", "H", "H", "H", "H", "H", "H", "H", "H", "H", "H", "H", "H", "H", "H", "H", "H", "H", "H", "H", "H", "O", "H", "H", "O", "H", "H", "O", "H", "H", "O", "H", "H", "O", "H", "H", "O", "H", "H", "O", "H", "H", "O", "H", "H", "O", "H", "H", "O", "H", "H", "O", "H", "H", "O", "H", "H", "O", "H", "H", "O", "H", "H", "O", "H", "H", "O", "H", "H", "O", "H", "H", "O", "H", "H", "O", "H", "H", "O", "H", "H", "O", "H", "H", "O", "H", "H", "O", "H", "H", "O", "H", "H", "O", "H", "H", "O", "H", "H", "O", "H", "H"], "positions_angstrom": [[29.03, -30.08, -3.81], [27.60, -30.29, -4.09], [27.07, -30.02, -5.48], [27.48, -28.55, -5.83], [26.81, -27.97, -7.06], [27.42, -26.60, -7.44], [26.25, -25.75, -7.93], [24.98, -26.53, -7.62], [25.47, -27.75, -6.83], [26.95, -28.91, -8.31], [26.32, -28.58, -9.61], [26.83, -29.30, -10.80], [29.87, -30.59, -4.29], [29.26, -30.45, -2.68], [29.38, -28.95, -3.87], [27.01, -29.75, -3.27], [27.38, -31.36, -3.86], [25.95, -30.20, -5.44], [27.33, -30.80, -6.32], [28.49, -28.63, -6.05], [27.52, -27.85, -5.12], [28.27, -26.59, -8.28], [27.95, -26.13, -6.47], [26.43, -25.56, -8.94], [26.28, -24.96, -7.24], [24.26, -26.84, -8.49], [24.26, -26.09, -6.90], [24.88, -28.68, -7.02], [25.37, -27.55, -5.78], [26.57, -29.94, -7.95], [28.11, -29.01, -8.41], [26.38, -27.42, -9.86], [25.31, -28.76, -9.44], [26.65, -30.50, -10.58], [27.88, -28.92, -11.09], [26.25, -28.93, -11.67], [25.35, -33.14, -3.98], [24.57, -32.85, -3.37], [26.19, -32.83, -3.51], [23.66, -31.17, -6.20], [23.41, -30.62, -5.54], [23.06, -31.99, -5.81], [26.72, -27.82, -0.93], [25.92, -28.26, -1.38], [26.81, -28.27, -0.13], [30.03, -28.42, -13.98], [29.13, -28.45, -13.74], [30.61, -28.47, -13.07], [27.54, -25.68, -11.60], [26.83, -26.20, -12.15], [28.40, -26.32, -11.85], [27.72, -25.87, -3.21], [28.42, -25.20, -2.94], [27.36, -26.35, -2.38], [27.33, -28.52, -14.39], [27.11, -28.38, -15.25], [26.96, -29.35, -14.05], [29.90, -27.93, -1.10], [29.01, -28.11, -1.12], [30.30, -28.67, -0.64], [29.44, -24.48, -9.41], [29.85, -24.05, -8.77], [29.31, -23.63, -10.00], [25.45, -26.51, -13.18], [25.85, -27.35, -13.23], [24.60, -26.48, -12.68], [32.60, -30.87, -5.26], [33.27, -31.36, -5.80], [31.72, -31.15, -5.74], [30.59, -31.33, -7.02], [31.18, -31.57, -7.73], [29.59, -31.56, -7.24], [22.63, -24.34, -4.70], [23.59, -24.28, -5.01], [22.47, -24.92, -3.87], [28.48, -23.02, -5.90], [27.99, -22.56, -6.62], [29.10, -23.51, -6.21], [30.44, -28.20, -9.40], [30.81, -27.95, -8.51], [30.30, -27.50, -9.92], [30.72, -24.37, -6.81], [30.47, -25.21, -6.33], [31.64, -24.07, -6.45], [28.79, -31.12, 0.15], [29.02, -31.67, 0.83], [28.23, -31.66, -0.37], [24.20, -31.74, -11.99], [23.78, -32.58, -12.24], [24.10, -31.72, -10.96], [32.32, -28.13, -4.54], [33.24, -27.89, -4.56], [32.23, -28.98, -4.76], [23.69, -29.25, -13.05], [24.04, -29.34, -13.97], [23.93, -30.19, -12.84], [31.13, -29.56, -11.67], [32.21, -29.45, -11.65], [30.82, -29.14, -10.87], [25.88, -24.09, -4.57], [26.33, -24.95, -4.28], [26.70, -23.65, -4.84], [30.04, -26.07, -4.82], [29.35, -26.07, -4.36], [30.80, -25.96, -4.12], [21.40, -27.52, -9.45], [21.60, -27.99, -8.57], [20.99, -26.73, -9.51], [31.39, -30.08, -0.48], [31.95, -30.42, -1.15], [30.79, -30.74, -0.42], [28.18, -32.27, -8.03], [28.84, -32.90, -8.30], [27.36, -32.94, -7.82], [23.60, -26.10, -11.37], [23.03, -25.46, -11.63], [23.19, -26.89, -11.00]], "relative_energy_kcal_mol": 4.9, "gap_ev": 8.79, "total_charge": 1, "e_homo_ev": -11.54, "lumo_energy_ha": -0.1011}


(3)
{"formula": "C11H7IN2", "method": "ωB97M-V/def2-TZVPD", "species": ["C", "C", "C", "C", "C", "C", "C", "C", "C", "C", "C", "N", "N", "I", "H", "H", "H", "H", "H", "H", "H"], "positions_angstrom": [[3.11, -0.35, 1.82], [-0.59, 0.60, -2.60], [-1.91, 0.13, -2.48], [0.26, 0.57, -1.53], [-2.37, -0.34, -1.28], [0.09, -0.43, 2.07], [-1.28, -0.80, 2.08], [-0.17, 0.09, -0.28], [0.57, -0.01, 0.89], [-1.53, -0.36, -0.15], [2.62, 0.40, 0.74], [3.46, -0.96, 2.73], [-2.03, -0.79, 1.02], [2.85, 2.51, 0.92], [-0.24, 0.98, -3.55], [-2.56, 0.15, -3.34], [1.27, 0.94, -1.63], [-3.38, -0.70, -1.16], [0.68, -0.51, 2.97], [-1.73, -1.15, 3.00], [2.87, 0.04, -0.24]], "relative_energy_kcal_mol": 4.8, "gap_ev": 8.98, "total_charge": 0, "e_homo_ev": -9.24, "lumo_energy_ha": -0.0098}


(4)
{"formula": "C11H7IrN2O6", "method": "ωB97M-V/def2-TZVPD", "species": ["O", "C", "Ir", "O", "C", "C", "O", "C", "O", "C", "O", "H", "N", "C", "O", "C", "C", "C", "C", "N", "C", "H", "H", "H", "H", "H", "H"], "positions_angstrom": [[2.64, -0.50, -1.75], [2.17, 0.56, -1.44], [0.52, 0.90, 0.12], [-0.54, -1.69, -1.20], [-0.21, -0.72, -0.67], [-0.87, 1.11, 1.63], [-1.59, 1.45, 2.46], [-0.18, 2.38, -0.91], [-0.64, 3.26, -1.50], [1.90, 0.16, 1.29], [2.70, -0.33, 1.96], [2.48, 1.54, -1.90], [-6.49, -2.21, -0.03], [-5.32, -1.56, -0.28], [-5.10, -0.99, -1.35], [-4.31, -1.55, 0.84], [-4.53, -2.10, 2.12], [-3.46, -2.14, 3.02], [-2.21, -1.64, 2.61], [-2.04, -1.09, 1.41], [-3.05, -0.98, 0.57], [-7.13, -2.30, -0.80], [-6.62, -2.84, 0.76], [-5.51, -2.47, 2.41], [-3.56, -2.54, 4.02], [-1.35, -1.69, 3.27], [-2.88, -0.45, -0.37]], "relative_energy_kcal_mol": 3.8, "multiplicity": 5, "gap_ev": [4.64, 4.87], "s_squared": 6.05, "total_charge": 2, "e_homo_ev": [-12.60, -17.00], "lumo_energy_ha": [-0.2925, -0.4456]}